1.
# C22H23N4OPdS3

A molecular structure, C22H23N4OPdS3 (ωB97M-V/def2-TZVPD, the Open Molecules 2025 dataset).

Output
Charge   +1
Spin multiplicity   5
HOMO-LUMO gap (alpha / beta)   6.73 / 5.81 eV
LUMO level (alpha / beta)   -2.59 / -5.38 eV
<S²>   6.094

Last column: Löwdin spin population.
Geometry (Å):
Pd1 1.12 -1.04 1.29  0.177
C1 3.34 -1.79 6.03  0.019
S1 4.20 -0.76 4.83  0.133
C2 3.17 -0.89 3.45  0.126
S2 1.53 -1.37 3.50  0.151
N1 3.79 -0.55 2.30  0.241
N2 3.01 -0.61 1.27  0.329
C3 3.54 -0.32 0.01  0.386
C4 2.67 -0.48 -1.06  0.067
C5 3.05 -0.30 -2.42  0.126
C6 2.15 -0.56 -3.41  0.016
C7 0.86 -1.00 -3.07  0.161
C8 0.53 -1.14 -1.74  0.012
N3 1.39 -0.89 -0.75  0.153
H1 3.93 -1.73 6.94  0.000
H2 3.30 -2.81 5.68  0.005
H3 2.34 -1.41 6.24  0.002
H4 4.58 -0.03 -0.07  0.015
H5 4.06 0.04 -2.64  0.004
H6 2.43 -0.44 -4.45  -0.002
H7 0.12 -1.22 -3.83  0.008
H8 -0.46 -1.46 -1.44  -0.001
N4 -0.80 -1.54 1.30  1.142
C9 -2.06 -1.87 1.35  0.154
C10 -2.49 -3.17 0.94  0.178
C11 -3.82 -3.48 0.99  -0.005
C12 -4.76 -2.55 1.43  0.191
C13 -4.35 -1.27 1.85  -0.005
C14 -3.03 -0.92 1.81  0.178
H9 -1.75 -3.88 0.61  0.006
H10 -4.15 -4.47 0.68  -0.003
H11 -5.81 -2.81 1.46  0.010
H12 -5.09 -0.56 2.20  -0.003
H13 -2.68 0.05 2.13  0.006
C15 -1.01 1.86 -4.94  0.000
C16 -0.90 1.93 -3.44  0.003
C17 0.29 2.33 -2.83  0.002
C18 0.41 2.37 -1.46  -0.001
C19 -0.68 2.03 -0.67  0.000
C20 -1.87 1.61 -1.25  0.000
C21 -1.97 1.57 -2.63  0.002
S3 -0.54 2.07 1.11  0.003
C22 -0.55 3.86 1.31  0.000
O1 0.84 1.63 1.45  0.014
H14 -0.25 2.47 -5.42  0.000
H15 -1.98 2.21 -5.28  0.000
H16 -0.89 0.84 -5.29  0.000
H17 1.14 2.61 -3.45  0.000
H18 1.34 2.67 -0.98  0.000
H19 -2.71 1.33 -0.63  0.000
H20 -2.90 1.26 -3.09  0.000
H21 0.26 4.29 0.72  0.000
H22 -0.39 4.06 2.37  0.000
H23 -1.52 4.25 0.99  0.000



2.
# C17H33N3O2PtS

A molecular structure, C17H33N3O2PtS (ωB97M-V/def2-TZVPD, the Open Molecules 2025 dataset).

Output
Charge   +2
Spin multiplicity   5
HOMO-LUMO gap (alpha / beta)   9.32 / 6.37 eV
LUMO level (alpha / beta)   -5.37 / -8.89 eV
<S²>   6.017

Last column: Löwdin spin population.
Geometry (Å):
Pt1 -0.27 -1.65 0.25  1.589
C1 4.24 -2.31 0.99  0.007
S1 2.90 -1.89 -0.10  0.015
O1 1.73 -1.70 0.91  0.058
C2 3.35 -0.25 -0.59  0.000
C3 3.56 -0.03 -1.94  0.000
C4 3.92 1.25 -2.36  0.000
C5 4.04 2.27 -1.43  0.000
C6 3.81 2.03 -0.08  0.000
C7 3.46 0.77 0.36  0.000
H1 4.29 -1.57 1.79  0.000
H2 5.15 -2.31 0.40  0.001
H3 4.04 -3.31 1.38  0.000
H4 3.46 -0.83 -2.66  0.000
H5 4.10 1.44 -3.41  0.000
H6 4.33 3.26 -1.76  0.000
H7 3.92 2.84 0.64  0.000
H8 3.27 0.56 1.40  0.000
C8 -1.25 1.32 -1.43  0.010
C9 0.04 1.17 -0.64  0.088
N1 0.04 1.79 0.67  0.005
C10 0.41 3.22 0.71  0.003
C11 -0.76 4.17 0.54  0.001
C12 -0.36 1.13 1.77  0.018
C13 -0.39 1.87 3.08  0.010
N2 -0.69 -0.13 1.75  0.193
H9 -1.20 0.72 -2.34  0.001
H10 -1.40 2.36 -1.72  0.003
H11 -2.10 1.00 -0.83  0.003
H12 0.90 1.54 -1.20  0.004
H13 0.30 0.08 -0.54  0.027
H14 1.13 3.37 -0.09  0.001
H15 0.94 3.41 1.63  0.000
H16 -1.20 4.12 -0.46  0.000
H17 -0.42 5.20 0.69  0.000
H18 -1.55 3.98 1.27  0.000
H19 0.62 2.15 3.37  0.001
H20 -0.81 1.25 3.85  0.001
H21 -0.98 2.79 3.01  0.001
H22 -0.94 -0.48 2.66  0.006
O2 0.29 -4.04 -0.21  0.104
H23 -0.21 -4.52 -0.89  0.002
H24 0.40 -4.66 0.53  0.002
C14 -3.59 -2.99 -1.88  0.057
C15 -3.49 -2.14 -0.59  0.166
C16 -4.31 -0.85 -0.73  0.055
C17 -3.94 -2.95 0.64  0.065
N3 -2.13 -1.80 -0.38  1.477
H25 -4.63 -3.24 -2.04  0.008
H26 -3.02 -3.91 -1.78  0.001
H27 -3.23 -2.43 -2.74  0.001
H28 -5.35 -1.12 -0.86  0.007
H29 -3.99 -0.27 -1.60  0.000
H30 -4.23 -0.24 0.17  0.000
H31 -4.98 -3.23 0.49  0.010
H32 -3.87 -2.35 1.55  0.000
H33 -3.35 -3.86 0.75  0.001



3.
# C10H12O2S

A molecular structure, C10H12O2S in a non-equilibrium geometry (ωB97M-V/def2-TZVPD, the Open Molecules 2025 dataset).

Output
HOMO-LUMO gap   8.94 eV
LUMO level   0.11 eV

Last column: natural (NBO) charge in e.
Geometry (Å):
C1 -3.15 1.32 -0.04  -0.186
C2 -3.05 0.23 0.81  -0.209
C3 -2.07 1.89 -0.73  -0.206
C4 -1.81 -0.41 0.91  -0.173
C5 -0.83 1.23 -0.61  -0.153
C6 -0.72 0.07 0.19  -0.149
C7 1.37 -1.16 1.09  -0.512
C8 2.80 -0.64 0.93  -0.618
C9 0.62 -0.47 0.09  -0.122
C10 0.89 -1.37 -1.89  -0.561
O1 1.83 1.67 1.16  -0.950
O2 2.56 1.23 -1.18  -0.914
S1 2.00 0.78 0.05  2.126
H1 -4.06 1.85 -0.17  0.204
H2 -3.89 -0.07 1.27  0.212
H3 -2.43 2.72 -1.18  0.219
H4 -1.60 -1.39 1.53  0.216
H5 0.13 1.48 -1.04  0.205
H6 1.40 -2.24 1.17  0.241
H7 0.92 -0.85 2.14  0.227
H8 3.20 -0.28 1.81  0.242
H9 3.43 -1.28 0.25  0.231
H10 -0.18 -1.07 -2.18  0.209
H11 1.07 -2.47 -2.01  0.209
H12 1.60 -0.74 -2.38  0.211